1 | Molecular formula: C30H72N2
Method: DFT, wB97M-V/def2-TZVPD

Properties
SMILES string: CCN(CC)CC.CCN(CC)CC.CCCCCC.CCCCCC.CCCCCC
HOMO-LUMO gap (eV): 8.465

```
! wB97M-V def2-TZVPD RIJCOSX def2/J DEFGRID3
* xyz 0 1
C 25.24 96.15 31.06
C 26.25 95.69 29.99
N 27.56 95.40 30.63
C 28.45 94.36 30.00
C 29.06 95.01 28.65
C 28.30 96.44 31.44
C 28.68 95.98 32.85
H 25.25 95.55 32.13
H 24.22 96.14 30.81
H 25.48 97.10 31.38
H 26.17 96.40 29.28
H 25.80 94.83 29.48
H 27.92 93.52 29.58
H 29.13 93.92 30.60
H 29.23 96.06 28.96
H 28.57 95.10 27.82
H 29.92 94.69 28.50
H 27.58 97.33 31.23
H 29.19 96.68 30.98
H 27.84 95.96 33.31
H 29.27 96.78 33.21
H 29.13 95.09 32.86
C 29.85 93.28 25.06
C 30.88 94.29 25.63
N 32.01 93.50 26.34
C 32.52 92.27 25.71
C 33.35 92.53 24.35
C 33.08 94.42 26.62
C 32.63 95.45 27.74
H 30.12 92.72 24.20
H 28.90 93.78 24.73
H 29.28 92.58 25.89
H 30.69 95.10 26.30
H 31.02 94.86 24.52
H 31.82 91.29 25.54
H 33.21 91.91 26.55
H 33.78 91.83 23.80
H 34.02 93.35 24.42
H 32.66 92.89 23.73
H 33.24 95.11 25.80
H 34.14 93.99 27.17
H 33.38 96.13 27.78
H 32.37 94.89 28.66
H 31.91 96.16 27.45
C 30.94 89.55 22.84
C 29.50 89.30 22.72
C 28.93 88.42 23.97
C 29.11 88.82 25.38
C 28.34 87.97 26.25
C 27.95 88.73 27.55
H 31.26 90.04 23.90
H 31.24 90.49 22.22
H 31.68 88.82 22.59
H 29.23 88.58 21.76
H 29.09 90.34 22.63
H 29.52 87.38 23.76
H 27.91 87.80 23.52
H 28.70 90.02 25.37
H 30.14 88.63 25.70
H 28.73 86.97 26.48
H 27.38 87.39 25.85
H 28.78 88.96 28.06
H 27.28 88.12 28.28
H 27.33 89.66 27.17
C 30.96 100.86 33.47
C 30.22 99.97 32.55
C 31.10 99.41 31.43
C 32.23 98.39 31.92
C 32.74 97.45 30.79
C 34.13 96.78 31.21
H 31.61 101.48 33.02
H 31.61 100.18 34.18
H 30.22 101.56 34.08
H 29.40 100.44 32.21
H 30.00 99.23 33.27
H 31.32 100.17 30.92
H 30.60 98.46 30.76
H 31.89 97.75 32.69
H 33.09 98.89 32.20
H 32.89 97.81 29.77
H 31.93 96.70 30.72
H 35.10 97.56 31.16
H 34.40 95.87 30.69
H 34.08 96.14 32.12
C 22.32 97.64 24.76
C 22.88 98.48 25.72
C 24.19 97.90 26.47
C 25.34 97.68 25.51
C 26.61 97.05 26.21
C 27.62 96.48 25.23
H 22.94 97.76 23.94
H 21.36 97.88 24.52
H 22.17 96.44 25.09
H 21.98 98.61 26.32
H 23.16 99.54 25.35
H 23.76 96.94 26.97
H 24.46 98.31 27.45
H 25.73 98.63 25.05
H 25.27 97.09 24.72
H 26.46 96.35 26.88
H 27.09 97.70 26.76
H 28.28 97.11 24.60
H 27.28 95.71 24.56
H 28.28 96.07 25.96
*
```

2 | Molecular formula: C30H72N2
Method: DFT, wB97M-V/def2-TZVPD

Properties
SMILES string: CCN(CC)CC.CCN(CC)CC.CCCCCC.CCCCCC.CCCCCC
HOMO-LUMO gap (eV): 8.786

```
! wB97M-V def2-TZVPD RIJCOSX def2/J DEFGRID3
* xyz 0 1
C -71.16 -182.63 -74.32
C -72.01 -183.48 -73.31
N -73.47 -183.35 -73.68
C -74.29 -184.46 -73.29
C -74.12 -184.91 -71.90
C -74.03 -182.03 -73.35
C -75.20 -181.73 -74.21
H -70.97 -181.68 -73.86
H -71.55 -182.54 -75.28
H -69.98 -182.90 -74.39
H -71.83 -183.00 -72.30
H -71.94 -184.57 -73.30
H -73.98 -185.27 -74.00
H -75.25 -184.41 -73.67
H -73.24 -185.33 -71.64
H -74.67 -185.80 -71.67
H -74.69 -184.23 -71.03
H -73.37 -181.13 -73.44
H -74.29 -182.19 -72.35
H -75.71 -180.73 -74.09
H -76.02 -182.38 -74.15
H -74.94 -181.71 -75.26
C -72.68 -175.28 -78.08
C -73.62 -174.50 -77.23
N -74.99 -175.15 -77.25
C -75.17 -176.60 -76.94
C -74.74 -176.84 -75.52
C -75.97 -174.21 -76.54
C -76.60 -173.27 -77.58
H -71.67 -174.86 -78.38
H -73.37 -175.79 -78.89
H -72.30 -176.05 -77.73
H -73.78 -173.44 -77.60
H -73.14 -174.58 -76.27
H -74.78 -177.31 -77.72
H -76.16 -176.75 -77.14
H -74.72 -177.92 -75.18
H -75.33 -176.41 -74.83
H -73.65 -176.59 -75.34
H -75.49 -173.45 -75.79
H -76.62 -174.76 -76.02
H -75.71 -172.66 -78.14
H -77.41 -172.58 -77.05
H -77.13 -173.67 -78.30
C -79.13 -179.29 -78.12
C -79.31 -180.51 -77.22
C -78.02 -181.35 -76.99
C -77.96 -182.48 -78.06
C -76.60 -183.27 -78.03
C -76.79 -184.40 -77.00
H -79.14 -179.53 -79.20
H -78.17 -178.65 -77.67
H -80.10 -178.86 -78.27
H -80.25 -181.05 -77.57
H -79.61 -180.20 -76.13
H -78.05 -181.84 -75.88
H -77.21 -180.72 -76.98
H -78.09 -181.85 -79.20
H -78.73 -182.97 -78.21
H -75.89 -182.67 -78.05
H -76.64 -183.87 -78.84
H -76.56 -184.01 -75.95
H -75.96 -185.06 -77.27
H -77.72 -184.88 -76.75
C -78.50 -176.20 -74.35
C -78.05 -176.11 -72.85
C -77.43 -177.58 -72.55
C -78.48 -178.67 -72.26
C -77.84 -179.97 -71.98
C -78.74 -181.26 -72.16
H -79.50 -176.59 -74.33
H -77.90 -176.77 -74.97
H -78.50 -175.18 -74.60
H -78.93 -176.06 -72.22
H -77.32 -175.27 -72.77
H -76.60 -177.50 -71.71
H -77.04 -177.87 -73.44
H -79.08 -178.61 -73.00
H -79.13 -178.39 -71.39
H -77.42 -179.90 -70.90
H -77.10 -180.11 -72.57
H -79.09 -181.40 -73.31
H -79.68 -181.14 -71.67
H -78.13 -182.06 -71.70
C -81.81 -180.26 -70.98
C -80.91 -179.90 -69.82
C -81.43 -178.69 -69.01
C -80.46 -178.25 -67.86
C -80.88 -177.00 -67.27
C -80.19 -176.84 -65.91
H -82.72 -180.78 -70.91
H -81.32 -181.03 -71.61
H -81.97 -179.55 -71.80
H -79.91 -179.67 -70.16
H -81.02 -180.78 -69.16
H -82.31 -179.04 -68.53
H -81.66 -177.96 -69.74
H -79.48 -178.27 -68.31
H -80.32 -179.14 -67.10
H -81.82 -176.71 -66.88
H -80.70 -176.21 -67.77
H -80.63 -175.98 -65.52
H -79.09 -176.74 -65.78
H -80.53 -177.63 -65.14
*
```

Name the least stable of them. 1.

1 | Molecular formula: C28H30IrN5PS2
Method: DFT, wB97M-V/def2-TZVPD

Properties
HOMO-LUMO gap (alpha / beta) (eV): 7.947 / 3.810

```
! wB97M-V def2-TZVPD RIJCOSX def2/J DEFGRID3
* xyz 2 2
Ir -0.24 -0.35 0.17
C 0.68 1.64 -1.79
C 1.00 0.28 -2.46
N 0.21 -0.84 -1.87
C -1.03 -1.22 -2.62
C -2.14 -1.60 -1.67
N -2.23 -0.61 -0.56
C -2.81 0.71 -0.96
C -1.77 1.64 -1.54
N -0.45 1.54 -0.83
H 0.43 2.39 -2.55
H 1.55 2.00 -1.25
H 2.05 0.05 -2.28
H 0.85 0.32 -3.54
H 0.81 -1.66 -1.84
H -0.81 -2.05 -3.29
H -1.32 -0.38 -3.26
H -1.94 -2.57 -1.21
H -3.09 -1.67 -2.20
H -2.84 -1.01 0.15
H -3.21 1.16 -0.07
H -3.63 0.56 -1.67
H -2.14 2.67 -1.48
H -1.58 1.44 -2.59
H -0.38 2.31 -0.17
S 0.29 -2.54 0.83
C 1.92 -2.04 0.91
S 2.04 -0.37 0.61
C 3.01 -2.84 1.28
C 2.80 -4.21 1.60
N 2.56 -5.30 1.88
C 4.30 -2.27 1.38
N 5.34 -1.77 1.43
C -3.42 3.85 3.41
C -2.14 3.75 3.92
C -1.35 2.65 3.62
C -1.82 1.62 2.81
C -3.13 1.73 2.32
C -3.92 2.83 2.61
P -0.77 0.16 2.46
C 0.73 0.54 3.41
C 0.98 0.02 4.68
C 2.10 0.43 5.39
C 2.97 1.37 4.86
C 2.70 1.93 3.61
C 1.59 1.52 2.90
C -1.57 -1.28 3.24
C -2.95 -1.33 3.41
C -3.56 -2.47 3.92
C -2.80 -3.57 4.29
C -1.42 -3.52 4.15
C -0.81 -2.39 3.63
H -4.04 4.71 3.65
H -1.74 4.53 4.56
H -0.35 2.60 4.05
H -3.58 0.93 1.74
H -4.93 2.88 2.24
H 0.30 -0.68 5.14
H 2.29 0.01 6.37
H 3.84 1.68 5.42
H 3.36 2.68 3.21
H 1.38 1.99 1.95
H -3.57 -0.47 3.20
H -4.64 -2.48 4.05
H -3.28 -4.45 4.70
H -0.81 -4.36 4.46
H 0.27 -2.39 3.54
*
```

2 | Molecular formula: C28H30IrN5PS2
Method: DFT, wB97M-V/def2-TZVPD

Properties
HOMO-LUMO gap (alpha / beta) (eV): 8.470 / 4.943

```
! wB97M-V def2-TZVPD RIJCOSX def2/J DEFGRID3
* xyz 2 2
Ir -0.09 1.42 -0.09
C 1.17 4.18 -0.02
C 2.10 3.22 -0.75
N 1.98 1.84 -0.18
C 2.60 1.66 1.16
C 1.65 2.05 2.28
N 0.25 1.59 2.00
C -0.75 2.59 2.48
C -0.74 3.84 1.59
N -0.17 3.56 0.22
H 1.06 5.09 -0.61
H 1.60 4.48 0.93
H 3.13 3.57 -0.70
H 1.82 3.15 -1.80
H 2.46 1.22 -0.83
H 3.54 2.21 1.23
H 2.82 0.60 1.26
H 1.62 3.12 2.44
H 2.00 1.61 3.22
H 0.09 0.71 2.47
H -0.56 2.85 3.52
H -1.73 2.10 2.43
H -0.16 4.65 2.04
H -1.76 4.20 1.48
H -0.82 3.92 -0.47
S -0.73 1.73 -2.33
C -2.34 1.30 -1.87
S -2.43 1.36 -0.15
C -3.35 0.95 -2.71
C -4.59 0.52 -2.16
N -5.57 0.12 -1.70
C -3.13 0.96 -4.12
N -2.95 1.00 -5.25
C 2.31 -2.56 3.50
C 2.98 -2.23 2.33
C 2.27 -1.75 1.24
C 0.88 -1.60 1.30
C 0.22 -1.96 2.47
C 0.93 -2.43 3.57
P 0.01 -0.94 -0.17
C 0.91 -1.71 -1.54
C 1.19 -3.07 -1.43
C 1.80 -3.74 -2.48
C 2.15 -3.06 -3.64
C 1.89 -1.71 -3.75
C 1.27 -1.03 -2.70
C -1.65 -1.66 -0.20
C -2.58 -1.37 0.81
C -3.86 -1.90 0.78
C -4.24 -2.71 -0.28
C -3.34 -3.00 -1.30
C -2.05 -2.48 -1.26
H 2.86 -2.95 4.34
H 4.05 -2.36 2.25
H 2.80 -1.54 0.31
H -0.86 -1.92 2.54
H 0.40 -2.72 4.46
H 0.91 -3.62 -0.54
H 2.00 -4.80 -2.39
H 2.63 -3.59 -4.45
H 2.16 -1.17 -4.65
H 1.07 0.02 -2.81
H -2.31 -0.71 1.63
H -4.56 -1.66 1.56
H -5.24 -3.11 -0.32
H -3.63 -3.62 -2.13
H -1.36 -2.71 -2.06
*
```

Name the least stable of them. 1.